C40H39AsNO7P2STeTi | ωB97M-V with the def2-TZVPD basis set

Geometry as XYZ:
```
93
Properties=species:S:1:pos:R:3:lowdin_charge:R:1
Ti 0.8582 0.9531 -0.4075 0.746
Te -0.5722 3.8587 -1.7545 1.374
C -1.8322 5.5491 -1.4681 -0.530
C -1.4635 6.7932 -1.9631 -0.134
C -2.3067 7.8760 -1.7405 -0.145
N -3.4456 7.7925 -1.0647 0.065
C -3.7928 6.5983 -0.5965 -0.141
C -3.0318 5.4514 -0.7745 -0.113
C -0.4927 3.2805 0.3046 -0.827
P 1.1649 3.0394 0.9360 0.878
C 1.3544 2.8558 2.7251 -0.355
C 1.8313 1.6448 3.2141 -0.085
C 2.0458 1.4881 4.5771 -0.061
C 1.7890 2.5384 5.4431 -0.062
C 1.3187 3.7530 4.9545 -0.066
C 1.1039 3.9140 3.5982 -0.080
C 2.2373 4.4037 0.4583 -0.369
C 1.7540 5.7027 0.3350 -0.104
C 2.6243 6.7263 -0.0049 -0.058
C 3.9674 6.4549 -0.2290 -0.062
C 4.4507 5.1596 -0.1030 -0.070
C 3.5869 4.1308 0.2404 -0.092
P -1.3179 1.7218 0.6784 0.898
C -2.9473 1.6304 -0.0880 -0.369
C -3.0729 1.2400 -1.4203 -0.136
C -4.3203 1.2134 -2.0208 -0.067
C -5.4510 1.5583 -1.2913 -0.057
C -5.3341 1.9132 0.0450 -0.063
C -4.0864 1.9440 0.6494 -0.081
C -1.5822 1.5713 2.4521 -0.377
C -1.3663 0.3380 3.0585 -0.087
C -1.5994 0.1874 4.4171 -0.058
C -2.0399 1.2670 5.1687 -0.060
C -2.2406 2.5029 4.5669 -0.063
C -2.0089 2.6579 3.2105 -0.105
H -0.5376 6.9385 -2.5064 0.092
H -2.0410 8.8576 -2.1183 0.109
H -4.7323 6.5496 -0.0558 0.108
H -3.3797 4.5049 -0.3777 0.081
H 2.0429 0.8237 2.5376 0.099
H 2.4165 0.5448 4.9561 0.113
H 1.9583 2.4180 6.5052 0.111
H 1.1223 4.5718 5.6341 0.111
H 0.7422 4.8622 3.2159 0.114
H 0.7022 5.9127 0.4894 0.101
H 2.2526 7.7380 -0.0982 0.113
H 4.6418 7.2581 -0.4953 0.112
H 5.5023 4.9551 -0.2584 0.111
H 3.9615 3.1207 0.3749 0.105
H -2.2010 0.9489 -1.9896 0.086
H -4.4101 0.9183 -3.0580 0.116
H -6.4248 1.5387 -1.7627 0.112
H -6.2136 2.1669 0.6217 0.111
H -4.0111 2.2134 1.6949 0.100
H -0.9977 -0.4935 2.4733 0.085
H -1.4258 -0.7710 4.8895 0.113
H -2.2180 1.1512 6.2299 0.111
H -2.5710 3.3470 5.1582 0.113
H -2.1464 3.6261 2.7408 0.116
O 4.3869 1.5880 -2.5527 -0.171
As 3.0087 0.7225 -1.9793 1.028
O 1.5966 1.6778 -2.1242 -0.560
O 2.8477 0.5714 -0.3062 -0.470
C 3.0790 -0.9651 -2.8550 -0.194
C 3.6442 -1.0144 -4.1273 -0.068
C 3.7360 -2.2186 -4.8011 -0.057
C 3.2751 -3.3793 -4.1967 -0.037
C 2.7184 -3.3412 -2.9271 0.016
C 2.6124 -2.1351 -2.2509 -0.329
S 0.4969 -1.7454 -0.6717 0.914
O 0.2990 -0.6678 -1.7119 -0.490
O 2.1125 -2.1504 -0.9701 -0.249
O 0.6473 -0.9098 0.5657 -0.508
H 4.3229 2.5309 -2.3349 0.069
H 4.0209 -0.1102 -4.5882 0.113
H 4.1715 -2.2490 -5.7897 0.115
H 3.3548 -4.3256 -4.7147 0.118
H 2.3691 -4.2406 -2.4392 0.131
C -2.8050 -3.4598 -1.9328 -0.062
C -2.9211 -1.9674 -1.6810 -0.281
O -2.3790 -1.5541 -0.4329 -0.240
C -3.1107 -2.0015 0.7047 -0.255
C -2.3714 -3.0932 1.4540 -0.061
H -3.2049 -3.6994 -2.9192 0.084
H -3.3716 -4.0379 -1.2023 0.073
H -1.7641 -3.7854 -1.8990 0.072
H -3.9692 -1.6525 -1.7451 0.116
H -2.3660 -1.4083 -2.4362 0.109
H -4.1017 -2.3485 0.3963 0.126
H -3.2694 -1.1316 1.3492 0.105
H -2.2836 -4.0015 0.8584 0.071
H -2.8980 -3.3415 2.3776 0.085
H -1.3657 -2.7653 1.7210 0.060
```

Summary:
Charge = +1
Orbital gap (spin up / spin down) = 6.7 / 6.7 eV


C40H39Cl2FeN9O3P | ωB97M-V with the def2-TZVPD basis set

Geometry as XYZ:
```
95
Properties=species:S:1:pos:R:3:mulliken_spin:R:1
Fe 0.2080 0.7982 -0.1722 3.825
C -4.9090 -1.6059 0.9353 0.000
N -3.8780 -0.7193 0.4268 0.001
C -4.0541 0.2429 -0.5301 0.003
C -2.8310 0.8113 -0.7268 0.031
N -1.9173 0.2221 0.1005 0.030
C -2.5663 -0.6968 0.7868 -0.004
P -1.8313 -2.0226 1.7752 -0.001
C -1.3314 -1.1537 3.2811 0.005
N -0.7004 -0.0017 3.3559 0.001
C -0.5415 0.2578 4.6836 0.000
C -1.0862 -0.7546 5.4271 0.001
N -1.5929 -1.6538 4.5311 0.000
C -2.2687 -2.8934 4.8710 0.000
C -0.2598 -2.2506 0.8906 -0.003
N 0.6305 -1.3700 0.4568 0.038
C 1.6129 -2.0938 -0.1553 0.033
C 1.3161 -3.4234 -0.1016 0.000
N 0.1244 -3.5150 0.5591 0.002
C -0.5904 -4.7556 0.8127 0.000
H -5.8758 -1.2295 0.6135 0.000
H -4.7730 -2.6162 0.5530 0.000
H -4.8905 -1.6269 2.0223 0.000
H -5.0145 0.4249 -0.9832 0.000
H -2.5370 1.5619 -1.4415 -0.002
H -0.0529 1.1557 5.0305 0.000
H -1.1639 -0.9114 6.4912 0.000
H -2.4394 -2.9090 5.9441 0.000
H -3.2285 -2.9602 4.3631 0.000
H -1.6643 -3.7576 4.5981 0.000
H 2.4750 -1.6314 -0.6078 -0.022
H 1.8274 -4.2927 -0.4827 0.000
H -0.0473 -5.5620 0.3282 0.000
H -0.6506 -4.9609 1.8790 0.000
H -1.5927 -4.7062 0.3963 0.000
Cl 8.5444 1.1006 0.8322 0.021
C 6.9690 1.0170 0.1074 0.190
C 6.4155 -0.2259 -0.1829 -0.106
C 5.1651 -0.2913 -0.7570 0.168
C 4.4266 0.8815 -1.0529 0.204
C 3.1285 0.8205 -1.5751 0.164
C 5.0324 2.1267 -0.7480 0.179
C 6.2846 2.1948 -0.1795 -0.088
H 6.9759 -1.1263 0.0333 -0.003
H 4.7412 -1.2597 -1.0002 0.037
H 2.6794 -0.1132 -1.8888 0.240
H 2.5790 1.7243 -1.8114 -0.032
H 4.4912 3.0409 -0.9633 0.016
H 6.7408 3.1494 0.0482 -0.002
N -0.0315 2.9848 2.4878 0.009
C 1.2087 2.4110 2.4586 -0.020
C 2.2219 2.8822 3.3124 -0.006
C 3.4377 2.2436 3.3313 0.002
C 3.6386 1.1262 2.5205 0.023
C 2.6001 0.7390 1.7082 0.076
N 1.4203 1.3748 1.6368 -0.017
H -0.0531 3.9609 2.7311 -0.002
H -0.6171 2.7654 1.6989 0.011
H 2.0255 3.7409 3.9425 0.000
H 4.2287 2.6049 3.9771 0.000
H 4.5733 0.5826 2.5077 -0.001
H 2.7059 -0.1191 1.0555 -0.056
N 0.3723 8.4114 -0.8237 0.002
C 0.3316 7.2612 -0.7841 0.000
C 0.2797 5.8286 -0.7277 0.004
C 1.4453 5.0823 -0.5497 0.003
C 1.3663 3.7008 -0.4760 -0.103
C 0.1689 2.9659 -0.5762 0.130
C -0.9682 3.7728 -0.7567 -0.030
C -0.9376 5.1589 -0.8316 -0.009
H 2.3979 5.5912 -0.4554 0.000
H 2.3024 3.1798 -0.2810 0.017
H -1.9546 3.3196 -0.8232 0.002
H -1.8509 5.7268 -0.9628 0.000
C 2.7828 1.0559 -5.5835 0.015
C 2.9991 -0.2299 -4.8432 -0.001
C 4.2672 -0.7244 -4.5936 0.007
C 4.4392 -1.8992 -3.8715 -0.011
Cl 6.0479 -2.5066 -3.5919 0.000
C 3.3523 -2.5854 -3.3747 0.012
C 2.0685 -2.1034 -3.6162 -0.011
C 1.8927 -0.9448 -4.3589 -0.001
O 0.6821 -0.4213 -4.6535 0.001
C -0.4261 -1.0902 -4.0956 0.006
C -0.5554 -0.9367 -2.5732 0.006
O -1.1765 -1.8200 -1.9746 0.005
O -0.0411 0.1279 -2.0825 0.018
H 3.7306 1.4680 -5.9276 -0.001
H 2.2920 1.7881 -4.9387 -0.001
H 2.1270 0.9094 -6.4431 0.000
H 5.1358 -0.1871 -4.9552 -0.001
H 3.4972 -3.4964 -2.8064 -0.001
H 1.2213 -2.6388 -3.2039 -0.001
H -0.4169 -2.1534 -4.3451 -0.001
H -1.3077 -0.6471 -4.5563 0.001
```

Summary:
Charge = 0
Orbital gap (spin up / spin down) = 7.2 / 7.3 eV
Expectation value of S² = 8.801
2S+1 = 6


| no. | DFT total energy (eV) | largest force on an atom (eV/A) |
| --- | --- | --- |
| 1 | -178590.406 | 1.6 |
| 2 | -130387.838 | 0.6 |